(1)
Formula: C32H27Br4N4O2ReSb
Source: OMol25
Level of theory: wB97M-V/def2-TZVPD

Computed properties:
- Orbital gap (spin up / spin down): 6.3816 / 6.5012 eV
- E_tot: -332514.25616 eV
- Spin multiplicity: 2
- LUMO (spin up / spin down): -0.5 / -0.5 eV
- <S²>: 0.76
- Highest occupied orbital energy (spin up / spin down): -6.85 / -6.96 eV

Element x y z (Å)
Re: 0.499 -0.285 0.240
C: 0.651 -2.226 2.623
C: 0.546 -0.825 3.142
C: 0.785 -0.588 4.490
C: 0.688 0.685 5.000
C: 0.328 1.710 4.145
C: 0.110 1.439 2.799
N: 0.234 0.188 2.296
Sb: -0.319 3.217 1.649
C: -1.876 2.545 0.318
C: -3.107 3.186 0.415
C: -4.130 2.774 -0.431
C: -3.879 1.766 -1.340
C: -2.611 1.184 -1.390
C: -2.283 0.110 -2.392
N: -1.638 1.569 -0.561
C: 1.385 3.029 0.349
C: 2.396 3.968 0.491
C: 3.461 3.931 -0.400
C: 3.425 3.025 -1.438
C: 2.359 2.130 -1.547
C: 2.239 1.252 -2.759
N: 1.390 2.093 -0.614
H: 0.648 -2.927 3.458
H: 1.583 -2.362 2.068
H: -0.172 -2.462 1.952
H: 1.054 -1.422 5.126
H: 0.882 0.877 6.049
H: 0.215 2.723 4.509
H: -3.263 3.976 1.141
H: -5.111 3.229 -0.373
H: -4.657 1.418 -2.011
H: -3.094 -0.620 -2.466
H: -1.364 -0.400 -2.107
H: -2.140 0.556 -3.381
H: 2.355 4.703 1.285
H: 4.289 4.624 -0.300
H: 4.211 3.004 -2.184
H: 3.218 0.932 -3.115
H: 1.762 1.828 -3.561
H: 1.627 0.379 -2.561
Br: 6.163 -3.283 -2.734
C: 5.039 -2.244 -1.629
C: 5.554 -1.586 -0.515
Br: 7.391 -1.678 -0.095
C: 4.687 -0.843 0.301
Br: 5.263 0.097 1.832
C: 3.341 -0.764 0.010
O: 2.432 -0.081 0.746
C: 2.819 -1.404 -1.117
O: 1.515 -1.275 -1.322
C: 3.673 -2.144 -1.926
Br: 2.883 -2.973 -3.423
C: -1.133 -2.872 -2.201
C: -2.362 -2.564 -1.382
C: -3.592 -3.148 -1.657
C: -4.715 -2.833 -0.907
C: -4.609 -1.928 0.139
C: -3.396 -1.322 0.447
C: -3.289 -0.366 1.611
C: -2.275 -1.647 -0.329
N: -1.042 -1.040 -0.079
H: -1.271 -3.789 -2.774
H: -0.241 -2.964 -1.581
H: -0.921 -2.062 -2.908
H: -3.665 -3.862 -2.472
H: -5.671 -3.291 -1.137
H: -5.484 -1.687 0.737
H: -4.234 0.159 1.766
H: -2.503 0.367 1.449
H: -3.051 -0.904 2.536

---

(2)
Formula: C32H27Br6N5O10
Source: OMol25
Level of theory: wB97M-V/def2-TZVPD

Computed properties:
- Orbital gap: 9.0512 eV
- E_tot: -481787.99483 eV
- LUMO: -0.8 eV
- Highest occupied orbital energy: -9.85 eV

Element x y z (Å)
C: -0.344 2.699 -4.888
C: -1.339 3.612 -5.174
C: -2.461 3.267 -5.922
C: -2.541 1.963 -6.387
C: -1.605 1.009 -6.016
C: -0.478 1.371 -5.307
N: -3.654 1.590 -7.263
O: -4.706 2.181 -7.156
O: -3.462 0.664 -8.021
H: 0.485 2.973 -4.249
H: -1.280 4.620 -4.783
H: -3.283 3.919 -6.188
H: -1.665 0.020 -6.453
H: 0.307 0.649 -5.143
C: 4.397 -5.209 1.949
C: 3.037 -5.297 1.669
C: 2.507 -4.553 0.635
C: 3.320 -3.659 -0.029
C: 4.649 -3.472 0.304
C: 5.208 -4.315 1.272
N: 2.827 -2.914 -1.209
O: 3.649 -2.385 -1.921
O: 1.624 -2.859 -1.393
H: 4.841 -5.802 2.740
H: 2.444 -6.044 2.178
H: 1.474 -4.720 0.365
H: 5.278 -2.766 -0.215
H: 6.251 -4.168 1.514
C: 0.458 2.524 3.003
C: -0.158 2.217 4.213
C: -1.495 2.503 4.387
C: -2.190 3.208 3.400
C: -1.574 3.503 2.203
C: -0.274 3.084 1.962
N: -3.605 3.491 3.586
O: -4.120 3.117 4.619
O: -4.200 4.069 2.702
H: 1.497 2.289 2.824
H: 0.396 1.754 5.018
H: -2.015 2.277 5.307
H: -2.133 3.916 1.372
H: 0.229 3.199 1.012
C: -6.338 0.572 -4.120
C: -5.077 1.131 -3.907
C: -4.087 0.368 -3.316
C: -4.374 -0.901 -2.832
C: -5.613 -1.449 -3.072
C: -6.590 -0.743 -3.745
N: -3.384 -1.634 -2.067
O: -2.327 -1.104 -1.826
O: -3.688 -2.742 -1.692
H: -7.164 1.216 -4.397
H: -4.845 2.129 -4.242
H: -3.123 0.857 -3.232
H: -5.885 -2.402 -2.637
H: -7.591 -1.142 -3.822
C: 4.605 -1.914 4.980
C: 4.020 -1.224 3.922
C: 3.812 0.145 4.008
C: 4.126 0.816 5.176
C: 4.611 0.127 6.277
C: 4.844 -1.235 6.164
N: 3.969 2.271 5.249
O: 3.499 2.832 4.277
O: 4.334 2.837 6.258
H: 4.729 -2.987 4.912
H: 3.618 -1.745 3.065
H: 3.361 0.613 3.144
H: 4.883 0.678 7.165
H: 5.317 -1.694 7.024
C: -0.213 -2.019 1.756
Br: -1.493 -0.624 2.149
Br: -0.975 -3.458 0.744
Br: 0.823 -2.585 3.271
H: 0.457 -1.548 1.051
C: 0.999 0.477 -1.233
Br: 2.128 0.608 -2.845
Br: -0.324 1.882 -1.212
Br: 2.158 0.551 0.333
H: 0.503 -0.486 -1.243